Record 1
Computed, not measured: one molecule with the formula C5H9NO at a distorted geometry, with ωB97M-V/def2-TZVPD.

Structure (XYZ):
```
16
Properties=species:S:1:pos:R:3
C -1.07 0.22 1.50
C -0.49 0.71 0.43
C -0.99 1.22 -0.93
C 1.01 0.59 0.52
O 1.85 1.31 0.96
N 1.50 -0.63 0.13
C 0.74 -1.46 -0.73
H -0.47 0.17 2.35
H -2.16 -0.11 1.66
H -0.69 2.29 -1.07
H -2.10 1.26 -0.84
H -0.73 0.74 -1.76
H 2.27 -0.98 0.75
H 0.35 -0.85 -1.51
H -0.28 -2.08 -0.32
H 1.28 -2.37 -1.13
```

As for the net charge: 0. For the total energy, the calculation gives -325.83431 Ha. The calculation puts the HOMO energy at -9.22 eV. As for the structure (SMILES): C=C(C)C(=O)NC.

Atomic partial charges in e from the Löwdin method, atoms 1 to 6: 0.059, -0.280, -0.017, -0.513, 0.089, -0.007

---

Record 2
Computed, not measured: C5H9NO as an isolated structure at a distorted geometry, with ωB97M-V/def2-TZVPD.

Structure (XYZ):
```
16
Properties=species:S:1:pos:R:3
C -0.64 -1.01 -2.17
C 0.14 0.00 -1.38
O 0.99 0.73 -1.79
H -0.32 0.32 -0.06
H -0.06 -1.33 -3.03
H -0.89 -1.86 -1.54
H -1.53 -0.52 -2.56
C 0.50 -0.52 0.82
C -0.33 0.79 1.54
C 0.17 2.02 1.62
N 0.08 -1.68 1.18
H 0.84 -2.33 1.37
H 1.52 -0.18 0.67
H -1.10 0.41 2.19
H 0.95 2.35 0.95
H -0.33 2.80 2.18
```

As for the net charge: 0. For the total energy, the calculation gives -325.73040 Ha. The calculation puts the HOMO energy at -8.17 eV.

Atomic partial charges in e from the Löwdin method, atoms 1 to 6: -0.039, -0.348, 0.059, 0.135, 0.084, 0.071

---

Record 3
Computed, not measured: one molecule with the formula C5H9NO at a distorted geometry, with ωB97M-V/def2-TZVPD.

Structure (XYZ):
```
16
Properties=species:S:1:pos:R:3
C 1.40 -0.68 1.48
C 1.03 -0.48 0.22
N 1.99 -0.18 -0.76
C -0.36 -0.53 -0.42
C -1.40 0.37 0.22
C -1.95 1.46 -0.69
O -2.75 1.09 -1.51
H 2.36 -0.85 1.95
H 0.73 -0.74 2.34
H 2.95 -0.31 -0.53
H 1.69 -0.32 -1.71
H -0.69 -1.58 -0.30
H -0.21 -0.25 -1.48
H -0.89 0.72 1.13
H -2.20 -0.22 0.68
H -1.69 2.51 -0.62
```

As for the net charge: 0. For the total energy, the calculation gives -325.85297 Ha. The calculation puts the HOMO energy at -8.27 eV. As for the structure (SMILES): C=C(N)CCC=O.

Atomic partial charges in e from the Löwdin method, atoms 1 to 6: -0.002, -0.420, 0.077, -0.140, -0.164, -0.228

---

Record 4
Computed, not measured: one molecule with the formula C5H9NO, with ωB97M-V/def2-TZVPD.

Structure (XYZ):
```
16
Properties=species:S:1:pos:R:3
C -0.63 -1.68 0.83
C -0.19 -0.36 0.26
C 0.21 0.64 1.31
C 1.28 0.86 -1.34
N -0.01 1.03 -1.56
C -0.80 -0.02 -1.00
O -1.74 -0.55 -1.58
H -1.57 -1.57 1.40
H 0.12 -2.08 1.52
H -0.83 -2.42 0.04
H -0.58 0.70 2.08
H 0.37 1.65 0.92
H 1.13 0.34 1.83
H 1.93 1.73 -1.29
H 1.73 -0.12 -1.42
H -0.41 1.84 -2.02
```

As for the net charge: 0. For the total energy, the calculation gives -325.81131 Ha. The calculation puts the HOMO energy (alpha / beta) at -7.79 / -7.29 eV.

Atomic partial charges in e from the Löwdin method, atoms 1 to 6: -0.064, -0.252, -0.090, 0.027, 0.024, -0.491

---

Record 5
Computed, not measured: one molecule with the formula C5H9NO at a distorted geometry, with ωB97M-V/def2-TZVPD.

Structure (XYZ):
```
16
Properties=species:S:1:pos:R:3
C 0.21 -1.60 1.34
C 0.41 -0.54 0.27
O 1.75 -0.19 0.17
C -0.52 0.69 0.43
C -1.02 1.18 -0.95
C 0.06 0.94 -1.89
N 1.11 1.01 -2.39
H -0.82 -1.97 1.34
H 0.41 -1.16 2.31
H 0.90 -2.42 1.18
H 0.12 -0.92 -0.79
H 1.88 0.24 -0.77
H -1.39 0.43 1.04
H 0.05 1.48 0.92
H -1.88 0.58 -1.27
H -1.28 2.24 -0.93
```

As for the net charge: 0. For the total energy, the calculation gives -325.88107 Ha. The calculation puts the HOMO energy at -10.01 eV. As for the structure (SMILES): C[C@H](O)CCC#N.

Atomic partial charges in e from the Löwdin method, atoms 1 to 6: -0.042, -0.504, -0.067, -0.137, -0.159, -0.228

---

Record 6
Computed, not measured: C5H9NO as an isolated structure at a distorted geometry, with ωB97M-V/def2-TZVPD.

Structure (XYZ):
```
16
Properties=species:S:1:pos:R:3
C 1.66 0.23 -0.72
C 0.64 0.05 0.37
C -0.78 -0.27 -0.05
N -1.28 -1.57 0.30
C -1.36 1.11 0.20
C -1.39 0.62 -1.06
O 1.06 -0.71 1.44
H 2.01 -0.63 1.55
H -1.12 -1.77 1.28
H -2.27 -1.62 0.10
H -1.97 1.47 1.01
H 2.61 0.59 -0.32
H 1.83 -0.73 -1.22
H 1.30 0.93 -1.47
H -1.12 0.97 -2.04
H 0.16 1.32 0.61
```

As for the net charge: 0. For the total energy, the calculation gives -325.72935 Ha. The calculation puts the HOMO energy at -8.10 eV.

Atomic partial charges in e from the Löwdin method, atoms 1 to 6: -0.034, -0.397, -0.515, 0.085, -0.038, -0.008

---

Record 7
Computed, not measured: one molecule with the formula C5H9NO, with ωB97M-V/def2-TZVPD.

Structure (XYZ):
```
16
Properties=species:S:1:pos:R:3
C -1.68 -1.17 -0.06
C -0.57 -0.32 -0.62
C -0.68 1.23 -0.41
C 0.62 1.18 0.43
C 0.78 -0.25 0.07
N 1.76 -1.04 0.18
O 2.87 -0.30 0.61
H -2.58 -1.06 -0.68
H -1.94 -0.85 0.96
H -1.40 -2.22 -0.03
H -0.37 -0.56 -1.67
H -0.64 1.81 -1.34
H -1.54 1.57 0.17
H 0.35 1.07 1.49
H 1.44 1.87 0.21
H 3.57 -0.95 0.71
```

As for the net charge: 0. For the total energy, the calculation gives -325.82111 Ha. The calculation puts the HOMO energy at -9.34 eV. As for the structure (SMILES): C[C@H]1CC/C1=N\O.

Atomic partial charges in e from the Löwdin method, atoms 1 to 6: -0.063, -0.293, -0.124, -0.104, -0.312, 0.049

---

Record 8
Computed, not measured: one molecule with the formula C5H9NO, with ωB97M-V/def2-TZVPD.

Structure (XYZ):
```
16
Properties=species:S:1:pos:R:3
C 1.58 0.56 0.66
C 0.83 -0.13 -0.48
C -0.01 0.80 -1.35
O 0.17 1.84 -1.91
C -1.22 -0.06 -1.13
N -0.42 -0.94 -0.25
C -0.94 -0.89 1.10
H 2.00 -0.18 1.34
H 2.39 1.15 0.24
H 0.93 1.24 1.22
H 1.55 -0.70 -1.08
H -1.61 -0.51 -2.05
H -2.03 0.49 -0.63
H -0.24 -1.41 1.76
H -1.90 -1.41 1.10
H -1.09 0.15 1.45
```

As for the net charge: 0. For the total energy, the calculation gives -325.86283 Ha. The calculation puts the HOMO energy at -9.17 eV. As for the structure (SMILES): C[C@@H]1C(=O)CN1C.

Atomic partial charges in e from the Löwdin method, atoms 1 to 6: -0.046, -0.261, -0.358, 0.117, -0.091, -0.147

---

What did the fifth record say?
Computed, not measured: one molecule with the formula C5H9NO at a distorted geometry, with ωB97M-V/def2-TZVPD.

Structure (XYZ):
```
16
Properties=species:S:1:pos:R:3
C 0.21 -1.60 1.34
C 0.41 -0.54 0.27
O 1.75 -0.19 0.17
C -0.52 0.69 0.43
C -1.02 1.18 -0.95
C 0.06 0.94 -1.89
N 1.11 1.01 -2.39
H -0.82 -1.97 1.34
H 0.41 -1.16 2.31
H 0.90 -2.42 1.18
H 0.12 -0.92 -0.79
H 1.88 0.24 -0.77
H -1.39 0.43 1.04
H 0.05 1.48 0.92
H -1.88 0.58 -1.27
H -1.28 2.24 -0.93
```

As for the net charge: 0. For the total energy, the calculation gives -325.88107 Ha. The calculation puts the HOMO energy at -10.01 eV. As for the structure (SMILES): C[C@H](O)CCC#N.

Atomic partial charges in e from the Löwdin method, atoms 1 to 6: -0.042, -0.504, -0.067, -0.137, -0.159, -0.228